Entry 1:
# C9H22N3OSi

A gas-phase ion, C9H22N3OSi (charge +1) (ωB97M-V/def2-TZVPD, the OMol25 dataset).

```
! RIJCOSX wB97M-V def2-TZVPD def2/J DEFGRID3
* xyz 1 1
C 0.0248 -0.8251 0.2823
C -0.7632 0.9209 1.5976
C -2.1364 0.8506 2.3678
C -0.7913 -3.0197 -0.4743
C 1.5346 -2.7572 0.3134
C 0.8884 -1.6178 -1.9222
C -1.8011 0.3989 -1.6272
C 0.1560 2.7747 0.0837
C 0.3730 -2.0748 -0.4351
N -0.3143 -0.4195 1.3749
N -0.5956 0.6682 -0.9257
N -0.8262 1.6481 0.1569
O 1.3664 2.4137 0.5910
Si 2.9926 2.5510 0.3554
H 0.0098 1.5406 2.1614
H -2.9730 0.5273 1.7280
H -2.3223 1.8726 2.7913
H -1.9495 0.2177 3.1715
H -1.6539 -2.6637 -1.1771
H -0.5026 -4.0230 -0.9113
H -1.3328 -3.2980 0.4583
H 2.2543 -1.8567 0.5604
H 2.1580 -3.4751 -0.2236
H 1.0891 -3.1352 1.2714
H 0.5243 -2.2693 -2.6125
H 1.9941 -1.6292 -1.9479
H 0.6088 -0.4921 -2.0291
H -2.6373 0.3501 -0.8073
H -2.0253 1.0529 -2.3807
H -1.6032 -0.5557 -2.1360
H -0.3909 3.5420 0.5803
H 0.3325 3.1001 -0.9323
H -1.8896 1.8013 0.1217
H 3.3682 1.2204 -0.0203
H 3.0407 3.4889 -0.8369
H 3.7928 3.1723 1.4324
*
```

For the HOMO energy, the calculation gives -0.468 Ha. Its lowest unoccupied orbital energy is -2.8 eV.

Listed below, in e, are the natural (NBO) charges computed for each atom: atom 1 (C): 0.67, atom 2 (C): 0.10, atom 3 (C): -0.63, atom 4 (C): -0.62, atom 5 (C): -0.58, atom 6 (C): -0.59, atom 7 (C): -0.43, atom 8 (C): 0.15, atom 9 (C): -0.21, atom 10 (N): -0.44, atom 11 (N): -0.39, atom 12 (N): -0.30, atom 13 (O): -0.89, atom 14 (Si): 1.22, atom 15 (H): 0.26, atom 16 (H): 0.23, atom 17 (H): 0.23, atom 18 (H): 0.26, atom 19 (H): 0.22, atom 20 (H): 0.25, atom 21 (H): 0.24, atom 22 (H): 0.21, atom 23 (H): 0.25, atom 24 (H): 0.23, atom 25 (H): 0.22, atom 26 (H): 0.22, atom 27 (H): 0.25, atom 28 (H): 0.15, atom 29 (H): 0.21, atom 30 (H): 0.24, atom 31 (H): 0.18, atom 32 (H): 0.22, atom 33 (H): 0.45, atom 34 (H): -0.19, atom 35 (H): -0.20, atom 36 (H): -0.16



Entry 2:
# C9H22NS2

A gas-phase ion, C9H22NS2 (charge +1) (ωB97M-V/def2-TZVPD, the OMol25 dataset).

```
! RIJCOSX wB97M-V def2-TZVPD def2/J DEFGRID3
* xyz 1 1
C 1.9115 -0.0759 -0.9971
C 0.3857 1.5357 -2.0347
C -2.4396 1.3553 0.8025
C -2.6881 -0.2609 -1.0957
C -0.2370 -2.1282 0.4699
C 0.4505 0.1798 -1.3393
C -1.8540 0.7109 -0.4204
C -0.2491 -0.7947 0.9815
C 3.2560 -0.3543 2.7944
N -0.3650 0.3251 0.0067
S 1.5032 -0.1435 2.1131
S 3.7868 -1.6853 3.6427
H 2.0249 0.8765 -0.5232
H 2.3452 -0.8707 -0.4006
H 2.5276 -0.0052 -1.9061
H 0.7493 2.3745 -1.3730
H -0.6170 1.6828 -2.5205
H 1.0979 1.6632 -2.8164
H -1.7765 1.1348 1.6865
H -2.3262 2.4175 0.7460
H -3.4543 1.1227 1.0432
H -3.6490 0.0728 -1.3696
H -2.9531 -1.1405 -0.3448
H -2.3807 -0.7581 -1.9917
H 0.6655 -2.2551 -0.1862
H -0.2134 -2.8392 1.4512
H -1.1040 -2.3477 -0.1706
H 0.0448 -0.6267 -1.8071
H -1.5566 1.5615 -1.0574
H -0.9792 -0.5420 1.7871
H 3.8340 -0.1215 1.8587
H -0.0063 1.1968 0.3272
H 0.7715 -0.0143 3.1999
H 4.7192 -2.2642 2.7540
*
```

For the HOMO energy (alpha / beta), the calculation gives -0.398 / -0.397 Ha. Its lowest unoccupied orbital energy (alpha / beta) is -3.7 / -3.6 eV.

Listed below, in e, are the natural (NBO) charges computed for each atom: atom 1 (C): -0.65, atom 2 (C): -0.66, atom 3 (C): -0.63, atom 4 (C): -0.66, atom 5 (C): -0.69, atom 6 (C): -0.01, atom 7 (C): -0.03, atom 8 (C): -0.15, atom 9 (C): -0.62, atom 10 (N): -0.40, atom 11 (S): 0.18, atom 12 (S): 0.20, atom 13 (H): 0.21, atom 14 (H): 0.24, atom 15 (H): 0.25, atom 16 (H): 0.23, atom 17 (H): 0.24, atom 18 (H): 0.26, atom 19 (H): 0.21, atom 20 (H): 0.23, atom 21 (H): 0.25, atom 22 (H): 0.26, atom 23 (H): 0.22, atom 24 (H): 0.24, atom 25 (H): 0.23, atom 26 (H): 0.27, atom 27 (H): 0.23, atom 28 (H): 0.21, atom 29 (H): 0.23, atom 30 (H): 0.22, atom 31 (H): 0.21, atom 32 (H): 0.43, atom 33 (H): 0.13, atom 34 (H): 0.13



Entry 3:
# C9H23N3OP

A molecular structure, C9H23N3OP (ωB97M-V/def2-TZVPD, the OMol25 dataset).

```
! RIJCOSX wB97M-V def2-TZVPD def2/J DEFGRID3
* xyz 1 1
C -1.5409 -0.6092 -0.0634
C 0.2048 0.6407 1.2341
C -2.2602 -0.8853 1.2511
C -0.5609 0.3182 2.5079
C -0.0464 -0.3960 0.1473
C 2.6750 2.5473 -0.7945
C 0.4774 -0.5959 -3.9167
C 1.6909 -1.9345 -2.2675
C -2.8363 0.1165 3.4179
N 2.6741 1.1229 -0.6061
N 0.7558 -0.8574 -2.5172
N -2.0130 0.2259 2.2046
O -0.2688 1.4737 -1.8504
P 0.6007 0.3806 -1.4237
H -1.7098 -1.4413 -0.7472
H -1.9585 0.2843 -0.5364
H -0.0949 1.6209 0.8522
H 1.2743 0.6967 1.4390
H -3.3360 -0.9729 1.0826
H -1.9017 -1.8114 1.7064
H -0.2387 -0.6384 2.9265
H -0.4044 1.0974 3.2561
H 0.4577 -1.3328 0.3804
H 3.6888 2.9158 -0.6170
H 2.3677 2.8769 -1.7937
H 2.0070 3.0039 -0.0636
H 1.3868 -0.3858 -4.4856
H -0.0097 -1.4696 -4.3515
H -0.1887 0.2608 -3.9870
H 2.5529 -1.8765 -2.9358
H 2.0492 -1.8785 -1.2418
H 1.1962 -2.8949 -2.4291
H -2.6578 0.9673 4.0728
H -3.8934 0.0920 3.1577
H -2.5840 -0.7968 3.9537
H 3.2900 0.6926 -1.2921
H -2.2628 1.0928 1.7117
*
```

For the HOMO energy (alpha / beta), the calculation gives -0.412 / -0.412 Ha. Its lowest unoccupied orbital energy (alpha / beta) is -2.7 / -2.7 eV.

Listed below, in e, are the natural (NBO) charges computed for each atom: atom 1 (C): -0.45, atom 2 (C): -0.45, atom 3 (C): -0.22, atom 4 (C): -0.22, atom 5 (C): -0.57, atom 6 (C): -0.44, atom 7 (C): -0.41, atom 8 (C): -0.41, atom 9 (C): -0.42, atom 10 (N): -0.81, atom 11 (N): -0.80, atom 12 (N): -0.34, atom 13 (O): -1.09, atom 14 (P): 2.11, atom 15 (H): 0.26, atom 16 (H): 0.24, atom 17 (H): 0.23, atom 18 (H): 0.29, atom 19 (H): 0.24, atom 20 (H): 0.22, atom 21 (H): 0.22, atom 22 (H): 0.24, atom 23 (H): 0.24, atom 24 (H): 0.21, atom 25 (H): 0.19, atom 26 (H): 0.18, atom 27 (H): 0.20, atom 28 (H): 0.21, atom 29 (H): 0.24, atom 30 (H): 0.21, atom 31 (H): 0.21, atom 32 (H): 0.21, atom 33 (H): 0.24, atom 34 (H): 0.24, atom 35 (H): 0.23, atom 36 (H): 0.35, atom 37 (H): 0.43



Here are the calculated total energy numbers, same order: -884.72721 -1206.80232 -937.34400 (hartree).